Entry 1:
A 2-piece molecular cluster, C24H27B2Cl4O3S overall, computed with the ωB97M-V functional and the def2-TZVPD basis.

Summary:
* energy: -3445.3923 hartree
* energy above the lowest of the compared OMol25 structures with the same formula, charge and spin: 101.3 kJ/mol
* orbital gap: 6.92 eV
* LUMO level: 2.215 eV

ORCA input file:
```
! RIJCOSX wB97M-V def2-TZVPD def2/J DEFGRID3
* xyz -1 1
Cl 2.9029 3.6674 2.3250
Cl -0.2632 -0.2260 -1.6819
Cl 0.6059 -2.9707 -0.4716
Cl -2.3611 -2.3118 -0.8750
S -3.0133 -0.3294 6.6248
O -2.9291 -2.0580 2.0775
O -4.0191 -0.6983 0.4912
O -0.7214 -1.0831 0.8996
C -0.7045 0.9571 2.0164
C -5.0395 -1.5494 1.0432
C 0.3229 3.1433 1.7401
C -0.4963 1.3004 5.8625
C -4.2865 -2.5384 2.0422
C -2.9384 1.0782 5.5664
C -6.0156 -0.5890 1.7132
C -5.7383 -2.2423 -0.1059
C -1.5776 -0.0070 1.2338
C -0.6543 3.9071 4.8324
C -4.7138 -0.1457 6.8553
C 0.5537 3.4134 5.3310
C -4.2155 -3.9711 1.5504
C -1.7172 1.8023 5.3727
C -1.7859 3.1032 4.8169
C -4.2296 1.5794 5.3624
C 1.5294 2.6382 2.2317
C 1.5873 1.3256 2.7299
C 0.4560 0.5131 2.6767
C -0.7978 2.3206 1.6717
C 0.6281 2.1141 5.8598
C -5.2331 0.8631 6.0579
C -5.4990 -0.9918 7.7730
C -4.8293 -2.5181 3.4661
B -2.8572 -1.1428 1.0582
B -0.5819 -1.5840 -0.4607
H -5.2156 -4.4049 1.4946
H -5.0386 -2.7828 -0.7523
H -6.5079 -0.5787 7.8488
H -6.8635 -1.1431 2.1302
H -0.4586 0.2698 6.2323
H -6.3965 0.1034 0.9516
H -1.7452 2.6965 1.2825
H -3.7243 -4.0293 0.5747
H -5.8933 -2.8024 3.4858
H -0.7287 4.9181 4.4239
H -1.9271 0.6175 0.3755
H -2.7380 3.4581 4.4039
H -5.0465 -1.0249 8.7688
H 1.5689 1.7222 6.2406
H -4.2807 -3.2514 4.0712
H -6.2580 -1.4967 -0.7128
H -3.6224 -4.5614 2.2576
H -4.7002 -1.5300 3.9352
H -6.4974 -2.9211 0.2955
H 0.4890 -0.4988 3.0885
H -5.5154 -0.0047 2.4989
H -5.5638 -2.0063 7.3681
H 1.4484 4.0300 5.2704
H -4.4342 2.4536 4.7387
H -6.3010 1.0975 6.0460
H 2.5108 0.9707 3.1845
H 0.2664 4.1914 1.4480
*
```

Partial atomic charges computed with the Löwdin method, in multiples of e: Cl 0.639; Cl 0.510; Cl 0.516; Cl 0.730; S 1.082; O 0.130; O 0.061; O -0.188; C -0.137; C -0.463; C -0.128; C -0.066; C -0.452; C -0.443; C -0.018; C -0.029; C -0.150; C -0.089; C -0.615; C -0.097; C -0.030; C -0.255; C -0.033; C -0.115; C -0.711; C -0.105; C -0.015; C -0.042; C -0.086; C -0.139; C -0.118; C -0.014; B -0.859; B -1.786; H 0.083; H 0.066; H 0.079; H 0.084; H 0.091; H 0.091; H 0.122; H 0.057; H 0.091; H 0.108; H 0.113; H 0.106; H 0.074; H 0.105; H 0.090; H 0.089; H 0.094; H 0.078; H 0.088; H 0.131; H 0.090; H 0.077; H 0.094; H 0.104; H 0.110; H 0.103; H 0.100

=====

Entry 2:
C24H27BrFN2OPtS4Sb as an isolated structure, computed with the ωB97M-V functional and the def2-TZVPD basis.

Summary:
* energy: -5741.7101 hartree
* orbital gap (alpha / beta): 4.29 / 5.27 eV
* LUMO level (alpha / beta): 3.465 / 3.464 eV

ORCA input file:
```
! RIJCOSX wB97M-V def2-TZVPD def2/J DEFGRID3
* xyz -2 5
Pt -1.3150 -0.5653 0.3723
Sb -2.9903 -4.2904 1.2553
Br -5.2575 3.5626 -0.0152
S -4.0854 -3.5450 3.1186
S -3.4498 -1.0118 -0.2608
S -3.6482 -3.0265 -0.7516
S -3.2876 -6.4484 0.5499
F 3.6709 -2.3248 4.3225
O -1.0237 6.5394 -0.3491
N 0.3978 -0.3393 -0.5198
N -2.7031 2.9331 0.7886
C 1.4364 -0.0149 -4.0315
C -3.3994 3.8967 0.2417
C -1.2407 -0.2357 2.5274
C 0.9261 0.3312 -2.7884
C 1.2752 2.4464 -1.4671
C 1.3610 -2.6266 3.8705
C -1.0308 1.9166 -2.3689
C 0.1554 -2.0996 3.4373
C 1.2003 0.0198 3.0655
C 1.5729 -3.0073 -0.9395
C 0.0392 -0.7619 3.0236
C -1.5504 5.3417 0.0392
C 2.4165 -0.4920 3.4989
C 0.2306 -3.6687 -0.6175
C 2.2768 -2.5397 0.3375
C 0.8930 -0.6402 -1.7484
C 1.4706 -1.9214 -1.9978
C 1.9711 -2.2004 -3.2607
C 0.4768 1.7638 -2.5800
C 1.9489 -1.2750 -4.2948
C 2.4743 -1.8103 3.8959
C -2.9023 5.1262 -0.1668
C -0.7802 4.3425 0.6200
C -1.3987 3.1537 0.9582
H -3.5265 5.8768 -0.6265
H -1.3623 1.4125 -1.4594
H -1.5842 1.4815 -3.2029
H 1.4404 -3.6595 4.1851
H 2.3369 -1.5254 -5.2745
H 0.2844 4.4684 0.7723
H -1.3688 0.8283 2.7246
H 2.3483 2.3521 -1.6508
H -0.8312 2.3237 1.3634
H 3.2539 -2.1053 0.1088
H 1.0568 1.9882 -0.5018
H 0.7271 2.2861 -3.5111
H 2.3897 -3.1871 -3.4343
H 0.3773 -4.5348 0.0330
H -0.2818 -4.0020 -1.5218
H 1.6859 -1.7901 0.8634
H 1.4385 0.7404 -4.8122
H -0.0717 6.5164 -0.2030
H -2.1009 -0.7865 2.9066
H 2.4241 -3.3848 1.0137
H 2.2089 -3.7796 -1.3888
H -1.2984 2.9764 -2.2923
H 3.3129 0.1152 3.5163
H 1.0217 3.5093 -1.4202
H -0.4358 -2.9753 -0.1012
H -0.7309 -2.7239 3.4247
H 1.1551 1.0502 2.7241
*
```

Partial atomic charges computed with the Löwdin method, in multiples of e: Pt 0.659; Sb 0.032; Br 0.707; S -0.332; S -0.180; S -0.223; S -0.382; F 0.002; O 0.053; N -0.087; N 0.065; C -0.077; C -0.751; C -0.276; C -0.162; C -0.078; C -0.033; C -0.069; C -0.045; C -0.071; C -0.376; C -0.350; C -0.323; C -0.042; C -0.094; C -0.071; C -0.290; C -0.147; C -0.069; C -0.379; C -0.123; C -0.310; C -0.063; C -0.021; C -0.134; H 0.104; H 0.016; H 0.082; H 0.112; H 0.080; H 0.112; H 0.017; H 0.078; H 0.077; H 0.080; H 0.053; H 0.115; H 0.100; H 0.074; H 0.082; H 0.041; H 0.096; H 0.102; H 0.020; H 0.075; H 0.115; H 0.068; H 0.105; H 0.056; H -0.008; H 0.087; H 0.100

=====

Entry 3:
A 16-piece molecular cluster, C24H27Cl45NO2PS overall, computed with the ωB97M-V functional and the def2-TZVPD basis.

Summary:
* energy: -22583.8841 hartree
* orbital gap: 7.19 eV
* LUMO level: -1.673 eV

ORCA input file:
```
! RIJCOSX wB97M-V def2-TZVPD def2/J DEFGRID3
* xyz 0 1
Cl 11.4458 0.0046 -0.4421
Cl 0.4391 0.3945 -4.8847
Cl -6.7796 1.8496 -0.8414
Cl 11.0790 -5.3161 0.9437
Cl -2.2518 -7.8646 2.4426
Cl 2.4783 1.6739 -6.5171
Cl 5.4591 -2.1815 1.3905
Cl -5.7176 7.2246 6.2749
Cl -4.5497 0.3229 -10.3523
Cl -4.4717 4.7534 7.1696
Cl 1.1742 3.4741 1.7209
Cl 8.6851 -0.0898 2.4178
Cl -6.0492 0.1518 -7.8662
Cl -7.3966 0.9156 -10.3280
Cl -11.9654 4.3942 -0.0770
Cl 9.7321 -2.5054 3.6482
Cl -3.0156 3.4882 4.4599
Cl -2.8302 6.9148 6.1240
Cl 9.6912 2.8119 7.1012
Cl -8.2293 -1.6923 -6.2461
Cl -2.1996 4.2226 1.7679
Cl 5.9587 1.3624 -1.2686
Cl 3.1968 -0.5193 -4.7464
Cl -6.1677 -0.3981 -4.6506
Cl 8.6521 1.1490 -2.3453
Cl 0.8392 6.3663 1.7407
Cl -0.9160 -5.5298 1.3350
Cl -3.6067 -5.2913 2.4057
Cl -5.4054 4.1645 -1.9408
Cl 7.3209 -1.2060 -1.2760
Cl 8.3879 -5.0967 2.0213
Cl 1.1508 4.9465 -0.7770
Cl -1.1402 1.8058 3.0035
Cl 9.7428 -7.6697 2.0077
Cl -9.9202 2.6309 0.9998
Cl -8.0911 4.4433 -0.8605
Cl -8.7819 -0.9331 -3.4941
Cl 11.9914 -0.7131 -3.2063
Cl -12.7024 1.7837 0.9726
Cl 8.3219 3.5943 4.6577
Cl 14.0468 0.5809 -1.6074
Cl 2.6138 -1.6104 1.4333
Cl 3.9755 -2.3945 3.8838
Cl 11.1741 3.0269 4.6086
Cl 7.9251 -0.7831 5.1388
S -5.3841 -2.7267 -2.0181
P 1.1090 0.1601 -1.0966
O -0.3046 -2.4833 0.0880
O -3.8632 1.1338 0.6410
N 1.5306 1.6923 -1.2883
C -0.6868 -0.1141 -0.6064
C -5.7646 -4.3895 -1.2918
C -5.1438 -1.4761 -0.6585
C -1.6613 0.8763 -0.4757
C -3.6243 -1.0719 -0.4277
C 9.9470 -5.9197 2.1607
C 12.3100 0.4554 -1.9175
C 7.5208 0.5454 -1.1262
C 2.1381 0.8799 -4.9738
C -2.0473 -6.1117 2.5628
C -6.1105 -0.0713 -9.6195
C -6.5454 3.5984 -0.7125
C 1.6093 4.9951 0.9293
C -2.6022 -2.0288 -0.5678
C -4.4652 -5.2529 -0.9283
C 8.3460 -1.4149 3.5407
C -11.6018 3.1589 1.1364
C -2.5425 2.8804 2.8678
C 9.6211 2.6096 5.3453
C -4.2902 6.5082 7.0351
C 3.9068 -2.5989 2.1277
C -7.9050 -0.5097 -4.9706
C -3.1188 0.4012 -0.0313
C -1.1071 -1.6256 -0.3032
H -1.4057 1.9593 -0.6578
H -3.9595 -4.7181 -0.0492
H 0.6906 2.2592 -1.1221
H -2.8019 -3.0963 -0.8728
H 7.9307 0.7597 -0.1427
H -4.1938 6.9194 8.0366
H 1.8991 -0.4252 -0.0284
H -1.6371 -5.8814 3.5426
H -8.2536 0.4630 -5.3086
H -5.5533 -1.9584 0.2945
H 7.4960 -1.9782 3.1605
H 1.3242 -0.6434 -2.2829
H -5.7889 -0.5551 -0.8263
H 2.6870 5.1207 0.9946
H -6.1282 3.8160 0.2676
H 3.6944 -3.6433 1.9129
H -6.3402 -4.9997 -2.0710
H -6.4194 -4.3473 -0.3636
H 11.9491 1.4285 -2.2411
H -11.7444 3.5952 2.1216
H -3.7266 -5.1383 -1.7968
H -6.3298 -1.1162 -9.8236
H -3.3716 2.3080 2.4583
H 9.4100 1.5640 5.1296
H 10.3580 -5.7082 3.1448
H -4.6809 -6.3305 -0.6677
H 2.3321 1.5898 -4.1718
*
```

Löwdin population analysis, charges in e, atoms 1 to 99: Cl 0.497; Cl 0.505; Cl 0.542; Cl 0.524; Cl 0.521; Cl 0.523; Cl 0.532; Cl 0.518; Cl 0.522; Cl 0.497; Cl 0.482; Cl 0.543; Cl 0.495; Cl 0.518; Cl 0.516; Cl 0.525; Cl 0.511; Cl 0.516; Cl 0.519; Cl 0.501; Cl 0.517; Cl 0.527; Cl 0.509; Cl 0.486; Cl 0.519; Cl 0.514; Cl 0.540; Cl 0.545; Cl 0.528; Cl 0.502; Cl 0.491; Cl 0.533; Cl 0.508; Cl 0.526; Cl 0.489; Cl 0.502; Cl 0.521; Cl 0.517; Cl 0.520; Cl 0.512; Cl 0.524; Cl 0.590; Cl 0.534; Cl 0.517; Cl 0.556; S 0.792; P 0.756; O 0.002; O 0.017; N -0.319; C -0.229; C -0.524; C -0.403; C 0.031; C -0.126; C -1.556; C -1.558; C -1.546; C -1.552; C -1.525; C -1.534; C -1.522; C -1.515; C 0.045; C -0.201; C -1.521; C -1.535; C -1.514; C -1.564; C -1.538; C -1.488; C -1.535; C -0.240; C -0.318; H 0.116; H -0.010; H -0.107; H 0.092; H -0.038; H 0.014; H -0.126; H 0.015; H 0.018; H 0.103; H -0.050; H -0.014; H 0.019; H 0.017; H 0.019; H 0.022; H 0.082; H 0.081; H 0.007; H 0.015; H 0.078; H 0.016; H -0.017; H -0.054; H 0.008

=====

Question: energy of number 2 (C24H27BrFN2OPtS4Sb)?
Answer: -5741.7101 hartree

=====

Question: Which formula does entry 1 have?
Answer: C24H27B2Cl4O3S

=====

Question: The highest energy belongs to which entry?
Answer: C24H27B2Cl4O3S

=====

Question: Among the records above, which one has the lowest energy?
Answer: C24H27Cl45NO2PS